Record 1
Molecular formula: C30H22N4Zn
Method: DFT, ωB97M-V/def2-TZVPD

Summary:
Kohn-Sham gap	6.6814	eV

Last column: Mulliken charge in e.
CARTESIAN COORDINATES (ANGSTROEM)
Zn (0.0634, 0.2571, 0.2270)  0.0515
C (0.7380, 1.6800, 4.4273)  -0.9092
C (0.9097, 1.4634, 3.0546)  -0.0514
N (-0.0486, 1.0286, 2.2681)  -0.1557
C (-1.2675, 0.7740, 2.7758)  -0.0622
C (-1.5517, 1.0087, 4.1509)  1.1346
C (-0.4982, 1.4592, 4.9712)  -0.6207
C (-2.8464, 0.7914, 4.6453)  -0.9638
C (-3.8463, 0.4618, 3.7657)  -0.7418
C (-3.5906, 0.2483, 2.4161)  -0.8791
C (-2.2931, 0.2793, 1.8950)  0.4177
N (-1.8982, -0.0458, 0.6447)  -0.3155
C (-2.6309, -0.7344, -0.2637)  0.1224
C (-3.7630, -1.5078, -0.0099)  -0.7930
C (-4.5179, -2.0541, -1.0421)  -0.7765
C (-4.1399, -1.9355, -2.3554)  -0.9679
C (-2.8914, -1.3660, -2.6528)  1.2099
C (-2.3127, -1.4204, -3.9359)  -0.5961
C (-1.0322, -0.9727, -4.1186)  -1.1494
C (-0.3558, -0.4234, -3.0238)  0.1999
N (-0.8947, -0.2840, -1.8333)  0.1867
C (-2.1282, -0.7645, -1.6109)  -0.0930
H (1.5639, 2.0187, 5.0346)  0.3872
H (1.8641, 1.6547, 2.5854)  0.5043
H (-0.6947, 1.6279, 6.0208)  0.4139
H (-3.0368, 0.9179, 5.7009)  0.3645
H (-4.8588, 0.3488, 4.1268)  0.3738
H (-4.4313, 0.0724, 1.7672)  0.8302
H (-4.0467, -1.7193, 1.0060)  0.8277
H (-5.4307, -2.5729, -0.7924)  0.3899
H (-4.7518, -2.3198, -3.1552)  0.3837
H (-2.8737, -1.8688, -4.7426)  0.4355
H (-0.5307, -1.0526, -5.0699)  0.4096
H (0.6806, -0.1218, -3.1339)  0.3083
N (0.9900, 1.8984, -1.0845)  -0.2598
C (2.4141, 1.9250, -1.0069)  0.6639
C (3.0407, 3.1661, -0.9629)  -0.7634
C (4.4184, 3.2872, -0.9255)  -0.7175
C (5.1908, 2.1386, -0.9195)  -0.7339
C (4.5722, 0.9011, -0.9355)  -0.9118
C (3.1831, 0.7505, -0.9945)  0.6365
C (2.6444, -0.6293, -0.9938)  1.5941
C (3.3632, -1.6103, -1.6845)  -0.7545
C (3.0167, -2.9438, -1.5984)  -0.6987
C (1.9451, -3.3139, -0.8055)  -0.8780
C (1.1936, -2.3375, -0.1746)  -0.3894
C (1.5087, -0.9803, -0.2461)  -0.3452
H (0.6295, 2.8485, -1.0808)  0.2643
H (0.6902, 1.4480, -1.9435)  0.1049
H (2.4194, 4.0535, -0.9679)  0.3201
H (4.8798, 4.2644, -0.9033)  0.3932
H (6.2699, 2.2032, -0.8811)  0.3879
H (5.1860, 0.0134, -0.8884)  0.5422
H (4.1971, -1.3243, -2.3122)  0.5375
H (3.5799, -3.6875, -2.1468)  0.3943
H (1.6824, -4.3572, -0.6920)  0.3844
H (0.3275, -2.6425, 0.4052)  0.3531

Force components x, y, z for each atom (eV/Å):
Zn -0.0329 0.3409 0.1380
C -0.2178 0.0044 0.1908
C 0.0952 -0.0014 -0.1767
N 0.4151 -0.0072 -0.2995
C -0.5156 0.0933 0.8124
C 0.1671 -0.0773 -0.3511
C 0.1533 -0.0429 -0.2403
C -0.4291 -0.0353 0.0337
C 0.2228 0.2091 0.6078
C 0.3046 -0.0155 -0.4719
C -0.5736 -0.0011 0.3444
N 0.8079 0.2340 -0.2006
C -0.5412 -0.3366 0.0659
C 0.4648 0.3057 0.1796
C -0.1118 -0.0902 -0.6525
C -0.2873 -0.1843 0.2393
C 0.2926 0.2330 0.3153
C 0.2198 0.0761 0.1029
C -0.2220 -0.0841 -0.0527
C -0.0466 0.0406 0.1954
N 0.2209 0.1507 -0.3865
C -0.6015 -0.3261 -0.4232
H 0.0675 0.0367 -0.0380
H 0.1362 -0.0156 -0.0674
H 0.0381 0.0159 0.0865
H -0.0547 0.0352 0.0715
H -0.0842 0.0354 0.0129
H 0.0255 -0.1516 -0.0734
H -0.1153 0.1305 0.0751
H -0.1086 -0.1068 0.0075
H -0.0739 -0.1397 -0.1012
H -0.0393 -0.0285 -0.1134
H 0.0185 0.0068 -0.1024
H 0.0914 0.0308 -0.0037
N -0.2884 -0.0415 0.1563
C 0.5159 0.1015 -0.0222
C -0.0568 0.0094 0.0566
C -0.0311 -0.0256 0.0381
C 0.0347 0.0116 0.0574
C 0.0172 0.1727 -0.0618
C 0.1120 0.2530 0.0636
C -0.1749 -0.3613 0.0823
C 0.0390 0.1021 -0.1192
C 0.0750 -0.0954 -0.0717
C -0.1387 -0.1805 0.0321
C 0.0765 -0.0863 0.1482
C 0.2413 -0.0275 -0.0775
H -0.0380 -0.1811 -0.0375
H -0.1100 0.0923 0.1205
H -0.0035 0.0916 -0.0392
H -0.0064 0.0424 0.0099
H 0.0135 -0.0031 0.0015
H -0.0144 -0.0627 0.0225
H 0.0656 0.0224 -0.0252
H 0.0339 -0.0200 0.0099
H -0.0304 -0.0737 -0.0575
H -0.0178 -0.0751 -0.0118

=====

Record 2
Molecular formula: C38H38BrN5O2PSSiW
Method: DFT, ωB97M-V/def2-TZVPD

Summary:
multiplicity	3
total charge	+1
Kohn-Sham gap (spin up / spin down)	5.8947 / 6.0866	eV
<S²>	2.015

Last column: Mulliken charge in e.
CARTESIAN COORDINATES (ANGSTROEM)
W (-0.7284, 0.7765, 0.2174)  -0.2844
Br (-7.3889, 4.1775, 1.2050)  -0.1511
C (-5.9095, 3.1445, 0.7500)  -0.1608
C (-5.8606, 2.4894, -0.4897)  -0.3875
C (-4.8009, 1.6663, -0.8161)  -0.9207
C (-3.7609, 1.5691, 0.1240)  0.4572
O (-2.6546, 0.9183, -0.2657)  0.5075
C (-3.7758, 2.1494, 1.4362)  0.8533
C (-2.7963, 1.8925, 2.4386)  -0.8871
N (-1.7054, 1.1241, 2.2681)  0.0812
C (-0.9865, 0.5909, 3.3324)  -0.5665
C (-1.4557, 0.0462, 4.5208)  -0.1108
C (-0.5429, -0.4246, 5.5055)  -0.8891
C (0.8172, -0.3613, 5.3321)  -0.8455
C (1.3694, 0.1019, 4.0786)  0.9622
C (2.7325, 0.2241, 3.7945)  -0.9548
C (3.0861, 0.5514, 2.4914)  -1.0328
C (2.1573, 0.9984, 1.5881)  -0.3265
N (0.8452, 0.9910, 1.8592)  0.0975
C (0.4059, 0.5751, 3.0857)  0.0672
C (-4.8825, 3.0768, 1.6704)  -1.1767
H (-6.6222, 2.6827, -1.2339)  0.4556
H (-4.6390, 1.1196, -1.7631)  0.4877
H (-2.9138, 2.3482, 3.4025)  0.7199
H (-2.4934, 0.0845, 4.7216)  0.6167
H (-0.8871, -0.8103, 6.5208)  0.3121
H (1.4056, -0.8259, 6.0825)  0.4454
H (3.4679, 0.0078, 4.5473)  0.4984
H (4.1378, 0.5407, 2.2034)  0.5023
H (2.4395, 1.6379, 0.7427)  0.8023
H (-4.9161, 3.5938, 2.6298)  0.5051
N (-0.7140, 4.1109, -2.6382)  -0.7737
N (-1.6639, 4.5327, -1.6931)  0.0132
C (-1.4213, 4.3923, -0.3732)  0.4241
N (-2.0228, 5.1954, 0.5371)  -0.3063
S (-0.2179, 3.1937, 0.1752)  -0.5592
H (-0.8983, 3.0957, -2.7620)  0.3724
H (0.1535, 4.0849, -2.1663)  0.3658
H (-2.1902, 5.3345, -2.0284)  0.2690
H (-2.4353, 6.0801, 0.1780)  0.2342
H (-2.1192, 4.9264, 1.5163)  0.2431
C (2.8563, -5.0231, -0.7086)  -0.5992
C (2.6080, -4.2901, 0.4324)  -0.6021
C (2.4804, -2.9084, 0.3408)  0.3244
C (2.6237, -2.2113, -0.8213)  -0.0877
C (3.0871, -2.9508, -1.9028)  -0.3498
C (3.0799, -4.3280, -1.9306)  -0.9557
P (2.1332, -0.4857, -0.9638)  1.5937
C (3.5375, 0.0995, -1.8594)  0.3429
C (4.8134, -0.4815, -1.6727)  -0.4928
C (5.8553, -0.3213, -2.5594)  -0.9226
C (5.6936, 0.6011, -3.6168)  -0.4454
C (4.4466, 1.2452, -3.8165)  -0.7718
C (3.4300, 0.9942, -2.9099)  -0.1853
C (0.7561, -0.3933, -2.1587)  0.1872
C (0.8764, -0.9731, -3.4168)  -0.1543
C (-0.2144, -0.8475, -4.2977)  -1.0015
C (-1.2621, 0.0644, -4.0198)  -0.9483
C (-1.3167, 0.7242, -2.8269)  -0.7779
C (-0.3558, 0.4278, -1.8471)  1.0506
H (2.7040, -6.1018, -0.7848)  0.3496
H (2.4681, -4.7734, 1.4016)  0.4062
H (2.0878, -2.3727, 1.2111)  0.1487
H (3.4810, -2.4528, -2.7638)  0.4577
H (3.3065, -4.9021, -2.8234)  0.4321
H (4.9580, -1.0609, -0.7438)  0.3925
H (6.8617, -0.7134, -2.4286)  0.4119
H (6.4334, 0.7751, -4.4077)  0.3525
H (4.2759, 1.8650, -4.6697)  0.4523
H (2.4229, 1.3897, -3.1426)  0.2424
H (1.7267, -1.5831, -3.6847)  0.3787
H (-0.2626, -1.4597, -5.2339)  0.3391
H (-2.0669, 0.1033, -4.7312)  0.3933
H (-2.1645, 1.3265, -2.6059)  0.7503
C (-1.0670, -3.7502, -0.5996)  -1.0280
Si (-1.1570, -2.4741, 0.7234)  1.2924
C (-0.6212, -3.2811, 2.3125)  -1.0826
C (-2.8812, -1.9184, 1.2004)  -1.2001
O (-0.3287, -1.1461, 0.4625)  -0.1612
H (-0.1341, -3.7504, -1.2072)  0.1683
H (-1.8565, -3.5487, -1.3376)  0.3607
H (-1.2037, -4.7621, -0.1412)  0.3148
H (-1.1322, -4.2715, 2.4942)  0.3782
H (-0.9193, -2.7532, 3.1971)  0.2970
H (0.4663, -3.4947, 2.2786)  0.1494
H (-3.5858, -2.8167, 1.3352)  0.4170
H (-3.3848, -1.2832, 0.4282)  0.1171
H (-3.1696, -1.3345, 2.0911)  0.3057

Force components x, y, z for each atom (eV/Å):
W 0.1401 -1.1705 0.9925
Br -0.6136 0.4552 -0.0392
C 0.9181 0.2465 0.5285
C 0.2617 -0.3567 -0.5424
C 0.2888 0.2588 0.4819
C 2.0796 -0.7643 0.5958
O -0.1511 0.6292 0.3412
C -1.6820 1.5159 -1.4969
C 2.3669 -1.7961 -0.5392
N -2.9707 1.1640 -0.6713
C 0.6431 -0.2266 1.0487
C 1.0899 0.8369 -0.4022
C -0.1383 -0.1357 1.2065
C -0.7276 0.0264 -1.5825
C -2.2703 0.8562 0.4944
C -0.3321 -0.4903 -1.5984
C 1.6684 -0.1147 1.5734
C -1.4915 1.5165 -0.4133
N -0.3154 -0.1819 -0.1717
C 2.1019 -1.0686 0.3921
C 0.9844 -1.8699 -0.0111
H -0.2190 -0.1126 0.1929
H -0.4415 0.5722 0.5835
H -0.3896 0.0191 0.6560
H -0.9674 -0.2353 0.1638
H 0.1206 0.5013 -1.7248
H 0.8496 0.0355 0.4934
H 0.2218 -0.1929 0.1046
H -0.2659 0.2522 0.0922
H 0.0446 -0.9062 0.1758
H -0.2211 -0.0608 -0.2803
N -1.3103 -1.5932 -0.7732
N 0.3544 0.8621 1.3136
C 0.0565 -0.7709 0.5292
N -0.0830 0.4221 -1.6439
S -0.8370 1.7080 0.0592
H 0.0770 0.7399 -0.3795
H 1.4342 0.3084 0.5463
H -0.1255 -0.1815 0.2262
H 0.1936 -1.0904 0.8142
H 0.3230 0.1987 -0.6880
C -0.7324 0.1566 -1.4607
C 0.1944 -0.4091 0.2736
C -1.1441 0.2570 1.6136
C 0.2072 -0.6328 -0.4154
C 0.0787 -0.3797 -1.1355
C 0.2799 -0.5945 1.5938
P -0.8669 0.1594 1.1751
C 1.9131 0.2207 -1.3510
C -0.2640 -0.3620 1.3906
C 0.4570 1.8974 -0.7521
C -1.2727 0.0407 -0.8791
C 1.4516 -1.0681 1.1698
C -1.6082 0.2926 -0.8260
C 0.1501 0.4699 -0.7865
C -1.5846 -0.0690 -0.5737
C 0.1376 0.0440 -0.5332
C 0.8623 -1.6787 -0.9934
C 0.9374 -0.7346 0.5081
C 0.5300 0.0539 0.5304
H 0.4729 0.2284 0.4759
H -0.0510 0.0737 -0.3438
H 0.3053 -0.1148 -0.1094
H -0.2172 0.3534 -0.5757
H 0.0556 0.2624 0.0327
H 0.0362 -0.0365 -0.7772
H -0.4136 -0.3395 0.2734
H 0.0559 -0.2591 0.6622
H 0.0059 0.3760 -0.2969
H 0.6468 -0.0359 0.1931
H -0.0147 -0.0234 -0.0088
H 0.1840 0.7807 0.8956
H -0.2192 0.3110 -0.2188
H -0.5607 0.4786 0.2719
C 0.0560 -0.4879 -0.8943
Si -1.3256 -1.3454 2.0028
C 0.4154 -1.7986 -0.0662
C -2.9430 -0.4859 -0.6778
O 0.7227 2.4243 -0.4203
H -0.3455 0.0384 0.6522
H -0.0300 -0.3166 0.1481
H 0.0157 0.7909 -0.5148
H 0.4852 0.7235 -0.6101
H 0.2701 0.8067 0.4863
H -0.4993 0.1275 0.4177
H 1.0014 0.9096 -0.4383
H 0.3913 -0.7373 0.0850
H 1.1078 -0.1737 0.1591

=====

Record 3
Molecular formula: C14H21F5O11SV
Method: DFT, ωB97M-V/def2-TZVPD

Summary:
multiplicity	2
total charge	-2
ΔE to the lowest compared entry with this formula, charge and spin	208.1	kJ/mol
Kohn-Sham gap (spin up / spin down)	5.8480 / 5.8852	eV
<S²>	0.774

Last column: Mulliken charge in e.
CARTESIAN COORDINATES (ANGSTROEM)
O (-0.9737, -0.4411, 0.9702)  -0.4453
V (0.3254, -0.8419, 1.8008)  1.7454
F (1.3957, 1.0525, 1.2490)  -0.8358
F (2.2942, -1.5793, 2.2420)  -0.7683
C (-1.8637, 0.5519, 3.9350)  -0.6235
O (-0.5807, 0.0092, 3.7303)  -0.6719
H (-2.6688, -0.1808, 3.9902)  0.3088
H (-1.9480, 1.2199, 4.7922)  0.2803
H (-2.3396, 1.1495, 3.1575)  0.0088
C (0.6025, -5.6006, 1.6924)  0.5190
F (-0.4484, -6.4380, 1.6846)  -0.2290
F (1.8253, -6.1614, 1.8622)  -0.2355
F (0.6348, -5.0004, 0.4920)  -0.2225
S (0.2637, -4.1923, 3.0889)  1.0740
O (1.5772, -4.0465, 3.8187)  -0.6874
O (-0.2402, -2.9165, 2.5142)  -0.4465
O (-0.7146, -4.8156, 3.9190)  -0.6745
O (0.8197, 3.6134, 2.5538)  -0.5874
C (-0.1958, 3.9605, 1.9048)  0.2373
O (-1.0031, 4.8873, 2.3849)  -0.3580
C (-2.1535, 5.0133, 1.5435)  -0.4929
C (-2.1621, 3.7769, 0.6631)  -0.5215
C (-0.7079, 3.4395, 0.5578)  0.6622
H (-2.0460, 5.8477, 0.8504)  0.2720
H (-3.0553, 5.1041, 2.1491)  0.3251
H (-2.5553, 4.0400, -0.3189)  0.3101
H (-2.7680, 2.9863, 1.1056)  0.2326
H (-0.1400, 4.0295, -0.1615)  0.1004
H (-0.5122, 2.3822, 0.3797)  -0.2491
O (0.7117, -1.9929, -0.1532)  -0.5304
C (1.5644, -2.0419, -1.0240)  0.3150
O (1.4874, -1.3125, -2.2951)  -0.1681
C (2.5961, -1.4683, -3.1115)  -0.4813
C (3.3434, -2.6179, -2.4686)  -0.7032
C (2.9664, -2.6783, -1.0034)  -0.3448
H (3.2775, -0.6193, -3.0563)  0.3510
H (2.4373, -1.8127, -4.1333)  0.2949
H (4.4192, -2.4753, -2.5716)  0.3499
H (3.0146, -3.5489, -2.9302)  0.2650
H (3.5709, -2.1130, -0.2942)  0.2816
H (3.0504, -3.6984, -0.6286)  0.2727
O (-0.5566, 3.3792, -4.4966)  -0.6375
C (-0.8896, 2.4437, -3.7874)  0.5850
O (-2.0838, 1.7553, -3.9987)  -0.3552
C (-2.1759, 0.6268, -3.1156)  -0.7648
C (-1.0040, 0.6682, -2.1796)  0.7672
C (-0.0585, 1.7720, -2.6910)  -0.0528
H (-2.2105, -0.3608, -3.5756)  0.3018
H (-3.1652, 0.6311, -2.6581)  0.3129
H (-0.5695, -0.2818, -1.8682)  -0.1289
H (-1.5891, 1.1150, -1.3759)  -0.1554
H (0.8149, 1.2892, -3.1293)  0.0327
H (0.3872, 2.4926, -2.0053)  0.1656

Force components x, y, z for each atom (eV/Å):
O 0.8972 -0.6030 0.5200
V 0.1967 2.7994 2.1786
F -1.1812 -2.1210 0.0229
F -1.8402 0.6220 -0.9618
C 0.7973 -0.8147 -0.8467
O -0.2221 -0.0652 -1.2089
H -0.1141 -0.8638 0.6752
H 0.3774 -0.0553 0.6251
H 0.5957 0.7041 -1.1263
C -0.1912 3.0363 0.9342
F 1.1979 -0.5330 -0.0117
F -1.4803 -0.5186 -0.0116
F 0.0305 -0.2985 -0.3806
S 3.9177 1.8485 2.6617
O -2.6328 -0.7277 -2.5236
O 0.4664 -1.2324 -0.8099
O -1.3837 -1.0699 -0.0560
O -3.4515 1.6794 -2.4617
C 4.9950 -3.2493 2.0525
O -1.4689 1.2780 0.3015
C -0.2159 -0.2068 -0.4598
C -0.7401 0.3128 -0.6747
C 0.7385 -0.3163 1.0302
H 0.0888 0.5732 0.4334
H 0.1930 0.1973 0.0986
H -0.3808 -0.1388 0.0012
H 0.2704 -0.1950 -0.0574
H -0.2572 0.1117 -0.3941
H 0.4337 0.0198 0.4467
O 2.2138 -0.1230 -3.5229
C -0.1023 0.6186 1.1410
O -2.1376 -0.4193 1.8679
C 1.8148 -1.1594 0.9861
C 1.2613 -0.6566 0.3076
C -0.7938 0.1311 -0.1711
H -0.4963 0.5561 -0.2779
H -0.8409 0.7444 -0.1159
H 0.0474 -0.3425 -0.3002
H 0.2792 -0.1289 -0.1007
H -0.0728 0.4988 -0.1037
H -0.7404 0.0747 0.1259
O -0.9136 -1.2345 1.1128
C 0.5393 0.1941 -1.1590
O 1.1796 0.4676 0.0594
C -0.3960 -1.3012 -0.9835
C -0.8197 1.9178 1.9085
C -0.5030 -0.9505 -0.7788
H 0.2832 0.2199 -1.3219
H 0.1246 0.6045 0.4487
H -0.1313 0.3846 -0.1545
H 1.1009 -0.2764 1.2345
H 0.0301 0.1147 -0.4901
H -0.5624 -0.1076 0.2911